[1]
Computed, not measured: C32H34BF2GeN4PSeV as an isolated structure in a non-equilibrium geometry, with wB97M-V/def2-TZVPD.

Its charge is -1. Its energy above the lowest of the compared OMol25 structures with the same formula, charge and spin is 63.15 kcal/mol. The value obtained for the orbital gap (spin up / spin down) is 4.51 / 4.87 eV.

Positions of all 77 atoms, in Å:
V: 1.298 -0.452 2.092
C: 3.151 -0.940 3.791
C: 1.965 -0.929 4.617
C: 0.885 -1.696 4.272
C: 0.863 -2.435 3.053
C: 2.082 -2.485 2.260
C: 3.215 -1.770 2.688
H: 4.008 -0.343 4.066
H: 1.932 -0.320 5.508
H: 0.000 -1.684 4.898
H: 0.019 -3.062 2.803
H: 2.142 -3.136 1.399
H: 4.126 -1.821 2.105
C: -4.325 -0.888 1.172
N: -3.111 -0.748 0.277
C: -3.017 0.714 -0.205
N: -3.044 1.611 0.886
C: -4.206 1.399 1.723
N: -4.277 0.033 2.264
C: -3.180 -0.233 3.226
P: -1.492 -0.080 2.458
C: -1.890 -1.173 1.039
C: -1.791 1.562 1.655
H: -4.343 -1.920 1.524
H: -5.202 -0.688 0.553
H: -3.195 -1.344 -0.555
H: -3.875 0.849 -0.868
H: -2.084 0.793 -0.760
H: -5.112 1.577 1.137
H: -4.178 2.102 2.554
H: -3.313 -1.235 3.645
H: -3.275 0.478 4.048
H: -2.065 -2.194 1.387
H: -1.012 -1.143 0.399
H: -0.932 1.786 1.023
H: -1.800 2.336 2.424
C: 1.016 -0.199 0.421
Ge: 0.984 0.006 -1.445
C: 2.581 -0.792 -2.257
C: 2.734 -0.879 -3.640
C: 3.859 -1.472 -4.198
C: 4.850 -1.990 -3.372
C: 4.713 -1.908 -1.994
C: 3.583 -1.312 -1.442
C: 0.871 1.838 -2.116
C: 2.016 2.608 -1.894
C: 2.071 3.939 -2.277
C: 0.978 4.534 -2.887
C: -0.176 3.797 -3.096
C: -0.228 2.463 -2.709
C: -0.473 -1.171 -2.181
C: -0.507 -2.466 -1.648
C: -1.507 -3.373 -1.977
C: -2.516 -3.007 -2.862
C: -2.488 -1.743 -3.434
C: -1.471 -0.846 -3.104
H: 1.970 -0.470 -4.294
H: 3.966 -1.528 -5.275
H: 5.728 -2.454 -3.805
H: 5.488 -2.303 -1.348
H: 3.468 -1.235 -0.365
H: 2.868 2.173 -1.383
H: 2.955 4.523 -2.058
H: 1.014 5.579 -3.166
H: -1.046 4.264 -3.541
H: -1.156 1.929 -2.856
H: 0.262 -2.756 -0.938
H: -1.499 -4.368 -1.545
H: -3.299 -3.709 -3.123
H: -3.248 -1.456 -4.152
H: -1.463 0.117 -3.592
Se: 0.588 4.040 1.032
C: 0.566 5.359 2.311
N: 0.554 6.196 3.115
F: 1.423 2.055 3.724
B: 1.884 1.499 2.547
F: 3.120 1.993 2.265


[2]
Computed, not measured: C32H34F3N2O2P2STl as an isolated structure in a non-equilibrium geometry, with wB97M-V/def2-TZVPD.

Its charge is 0. Its energy above the lowest of the compared OMol25 structures with the same formula, charge and spin is 15.34 kcal/mol. The value obtained for the orbital gap is 8.43 eV.

Positions of all 77 atoms, in Å:
Tl: -1.145 0.227 -1.064
C: 1.502 2.098 2.490
C: 2.524 1.755 1.448
P: 2.868 -0.104 1.252
C: 4.631 0.057 0.982
C: 5.416 0.557 2.050
C: 6.763 0.530 2.019
C: 7.434 -0.006 0.938
C: 6.752 -0.558 -0.070
C: 5.331 -0.532 -0.058
C: 2.229 -0.423 -0.422
C: 1.696 -1.650 -0.693
C: 1.294 -2.011 -1.963
C: 1.385 -1.083 -2.985
C: 1.924 0.175 -2.734
C: 2.394 0.523 -1.488
C: 0.081 1.716 2.238
P: -0.298 -0.076 2.248
C: -0.086 -0.438 3.999
C: -0.856 0.145 5.003
C: -0.702 -0.303 6.290
C: 0.294 -1.224 6.634
C: 1.107 -1.720 5.649
C: 0.903 -1.399 4.368
C: -2.095 0.024 1.931
C: -2.732 1.194 1.503
C: -4.064 1.185 1.186
C: -4.786 -0.039 1.197
C: -4.167 -1.235 1.429
C: -2.811 -1.180 1.901
H: 1.593 3.179 2.525
H: 1.838 1.687 3.446
H: 3.513 2.137 1.618
H: 2.298 2.160 0.517
H: 4.920 1.034 2.920
H: 7.264 0.993 2.909
H: 8.532 -0.051 0.929
H: 7.282 -1.005 -0.910
H: 4.758 -0.938 -0.881
H: 1.413 -2.253 0.160
H: 0.758 -2.926 -2.173
H: 0.811 -1.361 -3.913
H: 1.940 0.967 -3.483
H: 2.945 1.405 -1.333
H: -0.232 2.065 1.277
H: -0.543 2.191 3.035
H: -1.672 0.736 4.668
H: -1.338 0.039 7.076
H: 0.392 -1.529 7.660
H: 1.825 -2.484 5.927
H: 1.474 -1.898 3.580
H: -2.146 2.151 1.665
H: -4.462 2.166 0.955
H: -5.806 -0.043 0.990
H: -4.783 -2.161 1.455
H: -2.301 -2.026 2.184
C: -2.824 1.164 -6.712
N: -2.199 1.870 -5.586
C: -2.544 1.904 -4.284
S: -1.471 2.658 -3.200
N: -3.778 1.367 -4.076
C: -4.436 1.219 -2.842
H: -2.141 1.269 -7.604
H: -3.729 1.647 -6.961
H: -2.897 0.091 -6.439
H: -1.277 2.277 -5.631
H: -4.258 0.956 -4.817
H: -4.014 1.987 -2.134
H: -4.300 0.225 -2.322
H: -5.525 1.390 -2.925
F: -2.155 -4.333 -3.959
C: -2.590 -3.479 -3.096
F: -2.123 -3.920 -1.870
F: -3.980 -3.664 -3.034
C: -2.334 -2.028 -3.469
O: -2.113 -1.796 -4.641
O: -2.372 -1.243 -2.477


[3]
Computed, not measured: C32H34IN11O10P2SW as an isolated structure in a non-equilibrium geometry, with wB97M-V/def2-TZVPD.

Its charge is 0. Its energy above the lowest of the compared OMol25 structures with the same formula, charge and spin is 96.70 kcal/mol. The value obtained for the orbital gap (spin up / spin down) is 4.89 / 4.78 eV.

Positions of all 92 atoms, in Å:
W: 1.562 -1.308 -1.203
C: 3.584 -1.186 2.869
C: 3.139 0.169 2.430
N: 3.192 1.191 3.254
C: 2.820 2.416 2.843
C: 2.408 2.703 1.563
C: 2.077 4.106 1.152
O: 0.737 4.149 0.650
C: 2.334 1.616 0.665
C: 2.007 1.798 -0.741
N: 1.751 0.876 -1.631
C: 1.365 1.432 -2.931
C: 0.493 2.523 -2.918
C: 0.124 3.112 -4.117
C: 0.613 2.606 -5.316
C: 1.441 1.493 -5.313
C: 1.812 0.916 -4.113
I: 2.270 -1.622 -3.938
C: 2.666 0.347 1.102
O: 2.653 -0.682 0.273
H: 3.936 -1.140 3.897
H: 4.382 -1.553 2.221
H: 2.766 -1.906 2.788
H: 2.881 3.204 3.583
H: 2.768 4.450 0.371
H: 2.196 4.771 2.010
H: 0.354 5.010 0.839
H: 1.988 2.830 -1.082
H: 0.080 2.903 -1.990
H: -0.554 3.956 -4.111
H: 0.318 3.064 -6.251
H: 1.775 1.062 -6.248
C: -3.055 -2.648 -1.862
C: -1.939 -2.641 -2.901
O: -2.476 -3.112 -4.141
P: -0.600 -3.808 -2.409
O: -0.220 -4.528 -3.751
O: -1.250 -4.899 -1.491
O: 0.594 -3.170 -1.785
P: -1.245 -0.958 -3.236
O: -2.361 0.104 -2.775
O: -1.053 -0.876 -4.696
O: -0.111 -0.731 -2.231
H: -3.468 -3.651 -1.776
H: -3.834 -1.952 -2.165
H: -2.685 -2.356 -0.881
H: -2.105 -2.518 -4.826
H: -0.995 -4.591 -4.336
H: -0.947 -4.916 -0.546
H: -2.684 0.545 -3.574
N: 3.336 -4.161 0.563
C: 1.982 -4.112 0.777
N: 1.246 -5.126 1.186
N: 0.004 -4.602 1.261
N: 0.009 -3.362 0.898
N: 1.262 -2.999 0.607
C: 3.939 -3.175 -0.168
N: 5.154 -2.720 0.010
N: 5.281 -1.710 -0.917
N: 4.222 -1.619 -1.606
N: 3.315 -2.555 -1.206
H: 3.902 -4.793 1.101
O: 0.161 -0.646 0.310
S: -1.291 -0.157 0.260
C: -2.037 -0.909 1.716
C: -1.544 -0.419 3.041
C: -0.244 -0.698 3.455
C: 0.207 -0.233 4.680
C: -0.637 0.501 5.502
C: -1.938 0.765 5.101
C: -2.389 0.307 3.873
C: -1.159 1.568 0.719
C: -2.515 2.218 0.775
C: -2.895 2.914 1.918
C: -4.132 3.538 1.977
C: -5.000 3.462 0.897
C: -4.623 2.769 -0.244
C: -3.383 2.152 -0.309
H: -1.804 -1.966 1.553
H: -3.109 -0.749 1.582
H: 0.395 -1.289 2.814
H: 1.219 -0.441 4.994
H: -0.281 0.857 6.459
H: -2.602 1.323 5.746
H: -3.404 0.515 3.557
H: -0.533 2.006 -0.058
H: -0.627 1.635 1.669
H: -2.219 2.963 2.761
H: -4.419 4.080 2.868
H: -5.967 3.943 0.945
H: -5.297 2.711 -1.088
H: -3.089 1.613 -1.201


[4]
Computed, not measured: C32H34IN11O10P2SW as an isolated structure, with wB97M-V/def2-TZVPD.

Its charge is 0. Its energy above the lowest of the compared OMol25 structures with the same formula, charge and spin is 43.95 kcal/mol. The value obtained for the orbital gap (spin up / spin down) is 6.28 / 6.28 eV.

Positions of all 92 atoms, in Å:
W: 1.754 -0.421 1.804
C: 0.176 -4.621 2.405
C: -0.930 -3.622 2.501
N: -2.184 -4.018 2.519
C: -3.171 -3.110 2.679
C: -2.959 -1.768 2.862
C: -4.101 -0.818 3.060
O: -4.044 0.178 2.036
C: -1.627 -1.318 2.790
C: -1.266 0.066 2.885
N: -0.101 0.495 2.571
C: 0.339 1.824 2.640
C: -0.327 2.993 2.968
C: 0.433 4.150 2.928
C: 1.788 4.098 2.595
C: 2.428 2.907 2.278
C: 1.671 1.744 2.283
I: 2.430 0.069 4.516
C: -0.621 -2.237 2.551
O: 0.616 -1.876 2.297
H: -0.219 -5.584 2.088
H: 0.658 -4.732 3.379
H: 0.958 -4.273 1.733
H: -4.180 -3.506 2.663
H: -4.041 -0.347 4.049
H: -5.039 -1.375 3.013
H: -4.845 0.711 2.074
H: -2.008 0.784 3.222
H: -1.375 3.019 3.242
H: -0.023 5.101 3.171
H: 2.362 5.017 2.591
H: 3.479 2.899 2.036
C: 1.173 -4.648 -1.394
C: 0.909 -3.198 -1.806
O: 0.899 -3.131 -3.250
P: -0.804 -2.671 -1.285
O: -1.593 -4.025 -0.991
O: -1.416 -2.170 -2.660
O: -0.915 -1.710 -0.175
P: 2.333 -2.182 -1.169
O: 2.309 -0.909 -2.158
O: 3.583 -2.937 -1.354
O: 2.007 -1.741 0.259
H: 0.424 -5.297 -1.842
H: 1.130 -4.767 -0.311
H: 2.169 -4.929 -1.727
H: 1.756 -2.821 -3.567
H: -1.878 -4.090 -0.066
H: -0.791 -2.393 -3.379
H: 3.224 -0.629 -2.323
N: 5.067 -1.479 0.926
C: 4.419 -2.186 1.911
N: 4.897 -3.279 2.457
N: 3.945 -3.654 3.339
N: 2.954 -2.849 3.325
N: 3.226 -1.869 2.420
C: 4.580 -0.330 0.405
N: 5.067 0.251 -0.673
N: 4.306 1.360 -0.831
N: 3.422 1.456 0.073
N: 3.544 0.371 0.922
H: 5.720 -1.996 0.357
O: 0.895 0.425 0.108
S: 0.319 1.817 -0.278
C: 1.098 2.160 -1.889
C: 0.223 2.121 -3.100
C: -0.152 0.903 -3.659
C: -0.960 0.873 -4.787
C: -1.383 2.060 -5.371
C: -0.999 3.277 -4.824
C: -0.201 3.307 -3.692
C: -1.376 1.343 -0.661
C: -2.243 2.521 -1.022
C: -3.130 2.405 -2.086
C: -3.959 3.462 -2.427
C: -3.898 4.652 -1.715
C: -3.016 4.773 -0.651
C: -2.199 3.709 -0.297
H: 1.886 1.413 -1.916
H: 1.560 3.135 -1.743
H: 0.205 -0.015 -3.210
H: -1.255 -0.076 -5.216
H: -2.006 2.035 -6.255
H: -1.324 4.204 -5.279
H: 0.091 4.257 -3.259
H: -1.703 0.854 0.258
H: -1.349 0.581 -1.439
H: -3.156 1.486 -2.660
H: -4.643 3.361 -3.260
H: -4.537 5.482 -1.987
H: -2.968 5.697 -0.088
H: -1.522 3.808 0.544


[5]
Computed, not measured: C32H34N4P2S2Ti as an isolated structure in a non-equilibrium geometry, with wB97M-V/def2-TZVPD.

Its charge is +4. Its energy above the lowest of the compared OMol25 structures with the same formula, charge and spin is 26.73 kcal/mol. The value obtained for the orbital gap is 5.18 eV.

Positions of all 75 atoms, in Å:
Ti: -0.300 0.191 -1.041
C: 2.742 0.873 1.628
N: 2.007 -0.230 0.973
P: 2.319 -0.212 -0.776
C: 4.108 -0.544 -0.823
C: 4.697 -1.350 0.156
C: 6.066 -1.556 0.121
C: 6.846 -0.958 -0.859
C: 6.255 -0.177 -1.844
C: 4.884 0.041 -1.823
C: 1.473 -1.790 -1.274
C: 1.783 -3.064 -0.812
C: 1.021 -4.154 -1.217
C: -0.072 -3.983 -2.059
C: -0.363 -2.731 -2.589
C: 0.410 -1.627 -2.206
P: 0.312 -0.360 1.251
C: 0.000 -2.125 1.517
C: -1.067 -2.715 0.834
C: -1.391 -4.036 1.097
C: -0.676 -4.750 2.053
C: 0.371 -4.152 2.741
C: 0.722 -2.839 2.475
C: -0.267 0.486 2.739
C: 0.301 0.283 3.999
C: -0.362 0.759 5.118
C: -1.578 1.415 4.991
C: -2.140 1.615 3.736
C: -1.493 1.150 2.605
H: 3.745 0.530 1.886
H: 2.241 1.177 2.547
H: 2.841 1.740 0.964
H: 4.103 -1.796 0.939
H: 6.525 -2.182 0.873
H: 7.919 -1.093 -0.854
H: 6.860 0.274 -2.616
H: 4.433 0.667 -2.581
H: 2.628 -3.208 -0.155
H: 1.292 -5.144 -0.881
H: -0.664 -4.839 -2.347
H: -1.145 -2.629 -3.336
H: 0.385 -0.705 -2.847
H: -1.647 -2.118 0.112
H: -2.207 -4.508 0.571
H: -0.940 -5.776 2.265
H: 0.907 -4.705 3.498
H: 1.536 -2.371 3.012
H: 1.237 -0.245 4.111
H: 0.068 0.601 6.095
H: -2.096 1.763 5.873
H: -3.088 2.124 3.654
H: -1.925 1.269 1.603
S: -2.663 0.327 -1.260
C: -3.663 1.760 -1.527
N: -3.599 2.417 -2.670
C: -4.490 3.547 -2.953
C: -5.791 3.389 -2.179
C: -5.495 3.153 -0.706
N: -4.490 2.102 -0.566
H: -3.089 2.030 -3.454
H: -4.677 3.584 -4.025
H: -3.977 4.472 -2.670
H: -6.363 2.554 -2.581
H: -6.397 4.284 -2.290
H: -6.393 2.835 -0.174
H: -5.122 4.059 -0.214
H: -4.541 1.525 0.264
S: 0.418 4.660 -1.408
C: 0.240 3.868 -2.917
C: 0.008 2.539 -2.748
N: -0.027 2.135 -1.435
C: 0.169 3.172 -0.625
H: 0.316 4.393 -3.853
H: -0.148 1.831 -3.560
H: 0.158 3.077 0.455